[1]
This record from the Open Molecules 2025 dataset describes a single C6H10O molecule. The level of theory is ωB97M-V with the def2-TZVPD basis set.

Properties
**ΔE to the lowest compared entry with this formula, charge and spin**: 35.9 kcal per mole
**SMILES**: C=CC/C=C\CO
**Multiplicity**: 1
**LUMO energy**: 1.03 eV
**M**: 98.14 g/mol

Structure (XYZ):
```
17
Properties=species:S:1:pos:R:3:forces:R:3:lowdin_charge:R:1
C -2.318 -0.073 0.091 -0.06 -0.25 0.15 -0.03
C -1.213 -0.449 0.737 -0.28 -0.21 -0.04 -0.21
C -0.214 -1.419 0.172 -0.12 -0.12 -0.01 -0.19
C 1.248 -1.040 0.036 0.01 0.15 -0.03 -0.10
C 1.807 0.142 -0.220 -0.19 -0.09 0.06 -0.09
C 1.170 1.502 -0.385 0.36 0.17 -0.10 -0.26
O -0.093 1.718 0.182 -0.03 0.38 -0.12 -0.09
H -3.029 0.621 0.533 0.09 -0.14 -0.04 0.07
H -2.527 -0.429 -0.916 -0.02 -0.03 0.14 0.07
H -0.799 1.280 -0.317 0.44 0.18 0.13 0.04
H -0.994 -0.054 1.727 -0.11 -0.09 -0.16 0.12
H -0.566 -1.739 -0.819 0.02 -0.05 0.13 0.12
H -0.265 -2.307 0.814 0.07 -0.03 -0.10 0.11
H 1.920 -1.901 0.079 -0.13 0.20 0.01 0.10
H 2.891 0.161 -0.366 -0.25 -0.01 0.04 0.10
H 1.815 2.234 0.110 0.11 -0.06 -0.16 0.12
H 1.166 1.753 -1.458 0.09 0.01 0.09 0.12
```
Positions in Å, forces in eV/Å.

***

[2]
This record from the Open Molecules 2025 dataset describes a single C5H13N molecule at a distorted geometry. The level of theory is ωB97M-V with the def2-TZVPD basis set.

Properties
**ΔE to the lowest compared entry with this formula, charge and spin**: 60.3 kcal per mole
**SMILES**: CCCN(C)C
**Multiplicity**: 1
**LUMO energy**: 1.10 eV
**M**: 87.17 g/mol

Structure (XYZ):
```
19
Properties=species:S:1:pos:R:3:forces:R:3:lowdin_charge:R:1
C 0.412 0.515 -1.283 1.04 -0.96 3.01 -0.25
C 0.150 1.748 -2.099 -1.81 -2.67 -0.82 -0.13
C -0.448 0.416 0.040 2.88 1.56 -1.16 -0.26
N 0.059 -0.750 0.716 -0.22 0.40 1.65 -0.28
C 0.745 -0.363 2.024 -4.55 -3.70 -0.51 -0.05
C -0.873 -1.882 0.673 2.38 -1.42 -0.92 -0.10
H 1.471 0.700 -0.880 -1.19 -0.70 -0.48 0.12
H 0.443 -0.597 -1.654 -0.26 2.47 -0.37 0.14
H -0.863 1.793 -2.494 0.02 -0.04 -0.39 0.08
H 0.366 2.662 -1.688 0.45 2.00 1.88 0.04
H 0.878 1.626 -2.815 1.17 0.24 -2.67 0.04
H -1.494 0.464 -0.239 -0.45 -0.29 0.46 0.11
H -0.121 1.339 0.618 -1.02 -0.82 -0.46 0.12
H 1.411 0.384 1.913 2.83 1.85 -0.69 0.04
H 0.971 -1.246 2.629 1.02 0.04 -0.67 0.08
H -0.023 0.034 2.636 -1.08 1.00 0.95 0.06
H -0.418 -2.550 -0.118 -1.20 0.51 0.16 0.09
H -0.720 -2.539 1.506 -0.15 -0.07 1.04 0.06
H -1.945 -1.755 0.513 0.12 0.63 0.00 0.08
```
Positions in Å, forces in eV/Å.

***

[3]
This record from the Open Molecules 2025 dataset describes a molecular structure, C20H14IrN8S4. The level of theory is ωB97M-V with the def2-TZVPD basis set.

Properties
**ΔE to the lowest compared entry with this formula, charge and spin**: 31.3 kcal per mole
**Total charge**: +1
**Multiplicity**: 1
**LUMO energy**: -3.43 eV
**M**: 686.87 g/mol

Structure (XYZ):
```
47
Properties=species:S:1:pos:R:3:forces:R:3:lowdin_charge:R:1
Ir 0.082 0.085 0.017 -0.19 0.24 -0.54 0.95
N 1.636 -3.689 0.629 0.01 -0.04 -0.05 0.20
C 2.595 -3.120 1.450 0.03 0.03 -0.02 -0.17
C 3.664 -3.698 2.127 -0.02 -0.01 -0.01 0.00
C 4.470 -2.843 2.844 0.01 0.01 0.00 -0.06
C 4.218 -1.462 2.875 -0.01 0.01 0.00 -0.06
C 3.156 -0.894 2.204 0.04 0.01 -0.02 -0.04
C 2.321 -1.748 1.478 -0.13 -0.08 0.16 -0.20
N 1.179 -1.525 0.696 -0.32 -0.17 0.43 -0.02
C 0.835 -2.701 0.194 0.01 0.14 0.03 -0.24
C -0.251 -2.787 -0.758 -0.16 -0.03 0.14 -0.29
C -0.839 -3.853 -1.361 -0.05 -0.02 0.07 -0.30
S -2.162 -3.328 -2.296 -0.03 -0.01 0.03 1.13
C -1.852 -1.719 -1.851 -0.04 0.08 -0.03 -0.44
N -0.825 -1.572 -1.063 0.68 0.13 -0.64 -0.17
H 1.533 -4.667 0.418 0.04 0.01 -0.02 0.18
H 3.851 -4.762 2.090 0.00 0.00 0.01 0.12
H 5.313 -3.240 3.392 -0.01 0.00 0.00 0.11
H 4.871 -0.823 3.454 0.01 0.00 -0.01 0.11
H 2.982 0.168 2.260 -0.04 0.00 -0.02 0.05
H -0.592 -4.899 -1.276 0.00 0.00 0.00 0.09
H -2.468 -0.895 -2.180 0.05 0.02 -0.07 0.09
S 0.704 1.263 1.944 -0.04 0.66 -0.49 0.69
C -0.817 1.591 2.738 0.05 -0.15 0.05 -0.69
C -0.711 2.377 3.928 -0.04 -0.04 0.08 -0.26
N -0.586 2.999 4.886 0.01 0.03 -0.03 0.19
C -1.985 1.084 2.315 -0.01 0.07 -0.19 -0.69
S -2.110 0.132 0.847 0.14 -0.74 0.43 0.65
C -3.220 1.321 2.992 -0.02 0.11 0.04 -0.27
N -4.233 1.518 3.498 0.00 -0.05 -0.01 0.18
N 4.032 0.962 -1.471 0.00 -0.02 0.00 0.09
C 3.588 2.232 -1.192 0.00 -0.01 0.02 -0.05
C 2.325 2.087 -0.716 0.07 -0.03 0.07 -0.17
N 2.002 0.744 -0.709 -0.11 -0.27 -0.14 -0.15
C 3.052 0.096 -1.166 -0.04 -0.02 -0.04 -0.16
H 4.942 0.713 -1.822 0.00 0.01 0.00 0.17
H 4.198 3.104 -1.340 0.00 0.00 0.00 0.13
H 1.634 2.829 -0.357 0.02 0.01 0.00 0.10
H 3.135 -0.970 -1.287 0.01 -0.03 0.01 0.14
S -2.241 2.777 -3.162 0.04 -0.03 0.02 1.10
C -0.654 2.423 -3.688 -0.02 -0.02 0.03 -0.36
C -0.011 1.688 -2.751 -0.10 -0.14 -0.16 -0.24
N -0.764 1.398 -1.635 0.19 0.21 0.82 -0.17
C -1.961 1.922 -1.729 0.03 0.18 0.10 -0.50
H -0.275 2.760 -4.638 -0.01 0.00 0.00 0.08
H 0.994 1.312 -2.836 -0.01 0.00 0.00 0.10
H -2.685 1.842 -0.932 -0.04 -0.03 -0.03 0.04
```
Positions in Å, forces in eV/Å.

***

[4]
This record from the Open Molecules 2025 dataset describes a gas-phase ion, C17H13ClN3O (charge +1) at a distorted geometry. The level of theory is ωB97M-V with the def2-TZVPD basis set.

Properties
**Total charge**: +1
**SMILES**: O[C@@]1(c2ccc(Cl)cc2)NC=N[n+]2ccc3ccccc3c21
**Multiplicity**: 1
**LUMO energy**: -4.64 eV
**M**: 310.76 g/mol

Structure (XYZ):
```
35
Properties=species:S:1:pos:R:3:forces:R:3:lowdin_charge:R:1
Cl 3.244 -2.205 4.216 0.33 0.32 -0.72 0.70
N -0.207 -1.386 -2.998 0.43 -0.74 -1.31 0.11
O -2.031 -1.338 0.284 -0.73 1.93 2.03 0.05
C -0.454 -2.488 -2.368 -0.24 1.36 2.69 -0.07
C 2.636 -1.506 1.558 -0.93 -0.51 0.38 -0.04
C 0.884 -1.964 3.121 -0.27 -0.53 0.52 -0.12
C 1.650 -1.365 0.566 0.52 0.43 0.19 0.00
C -0.055 -1.823 2.144 -1.59 0.12 -0.15 -0.02
C -0.747 3.957 0.547 -0.38 0.54 -0.75 -0.05
C -1.059 2.890 1.358 0.61 -3.08 0.99 -0.01
C 2.217 -1.847 2.851 0.70 -0.02 -0.23 -0.63
C 0.293 -1.530 0.837 0.89 1.05 0.99 -0.17
C -0.442 3.704 -0.762 0.57 2.13 -0.54 -0.02
C -0.061 2.206 -2.620 0.38 -1.70 -1.20 0.05
C -0.917 1.522 0.918 -0.77 2.71 1.04 0.05
C 0.013 0.903 -3.113 0.10 2.62 -1.00 0.01
C -0.514 -0.007 -1.022 0.36 -0.13 -0.84 0.01
C -0.379 2.414 -1.274 -0.02 -0.17 -0.01 -0.16
C -0.618 1.287 -0.436 0.27 -0.39 -0.25 -0.07
N -0.826 -2.462 -1.014 2.41 -1.20 -4.73 0.12
N -0.231 -0.161 -2.343 -0.89 -0.89 2.70 -0.02
C -0.725 -1.264 -0.228 -1.63 -1.93 0.23 -0.44
H -2.649 -1.305 -0.455 0.00 -0.05 0.03 0.13
H -0.363 -3.454 -2.895 -0.23 0.75 0.27 0.15
H 3.680 -1.416 1.347 0.39 0.16 -0.23 0.11
H 0.591 -2.251 4.114 -0.18 0.07 0.25 0.11
H 1.952 -1.018 -0.419 0.14 -0.22 -0.03 0.12
H -1.099 -1.906 2.449 0.19 -0.03 -0.32 0.13
H -0.827 4.975 0.939 0.18 -0.38 -0.25 0.13
H -1.270 3.128 2.410 -0.11 -0.55 -0.50 0.12
H -0.185 4.575 -1.418 -0.33 -1.03 0.48 0.15
H 0.145 3.055 -3.286 -0.13 -0.57 0.31 0.14
H -1.114 0.732 1.629 0.04 -0.04 -0.17 0.11
H 0.214 0.666 -4.147 0.05 0.01 0.05 0.14
H -0.746 -3.319 -0.490 -0.11 -0.06 0.08 0.16
```
Positions in Å, forces in eV/Å.